{"formula": "C24H32Br2ClGeN4ORuSSe", "method": "wB97M-V/def2-TZVPD", "elements": ["Ru", "Cl", "C", "C", "C", "C", "O", "C", "C", "N", "C", "C", "C", "C", "C", "C", "C", "C", "N", "C", "C", "H", "H", "H", "H", "H", "H", "H", "H", "H", "H", "Br", "C", "Br", "H", "H", "C", "N", "C", "N", "S", "H", "H", "H", "H", "H", "H", "C", "Ge", "C", "C", "C", "Se", "C", "H", "H", "H", "H", "H", "H", "H", "H", "H", "H", "H", "H", "H", "H"], "positions_angstrom": [[0.379235, -0.076251, -0.207615], [-4.508293, 5.549573, -0.615848], [-3.204430, 4.440389, -0.443261], [-1.899137, 4.921375, -0.284201], [-0.845710, 4.048277, -0.141681], [-1.059742, 2.665787, -0.159434], [-0.034729, 1.850427, -0.029071], [-2.376210, 2.177309, -0.322068], [-2.712962, 0.788517, -0.328349], [-1.916650, -0.225497, -0.233230], [-2.446368, -1.544812, -0.182050], [-3.765464, -1.887255, -0.313920], [-4.190771, -3.225069, -0.224363], [-3.301536, -4.228991, 0.014698], [-1.934559, -3.922390, 0.172666], [-0.959252, -4.906880, 0.446834], [0.347244, -4.546081, 0.601769], [0.687637, -3.192346, 0.474043], [-0.193812, -2.254886, 0.214202], [-1.507888, -2.579636, 0.070083], [-3.438712, 3.093279, -0.458101], [-1.729478, 5.990085, -0.274736], [0.166024, 4.412053, -0.023036], [-3.784349, 0.607967, -0.405105], [-4.528963, -1.141321, -0.489924], [-5.244737, -3.443396, -0.332668], [-3.627651, -5.257649, 0.104237], [-1.266780, -5.941625, 0.541104], [1.119214, -5.271031, 0.818868], [1.721526, -2.881090, 0.573573], [-4.452972, 2.729046, -0.572642], [2.794260, 0.516256, -1.619808], [2.360550, 1.490562, -3.280950], [0.664430, 2.347311, -3.284520], [2.403834, 0.745128, -4.062982], [3.137455, 2.238593, -3.360751], [-1.755936, -4.239653, -4.415295], [-0.707069, -3.437711, -3.796491], [-0.880978, -2.221687, -3.304397], [-2.106813, -1.694070, -3.314593], [0.475199, -1.353999, -2.700752], [-1.330771, -5.191027, -4.717836], [-2.154257, -3.748366, -5.304719], [-2.563534, -4.435723, -3.707488], [0.234384, -3.794119, -3.764334], [-2.876339, -2.143787, -3.784026], [-2.194764, -0.718145, -3.090121], [4.583801, -2.345931, 3.383573], [4.678014, -0.398841, 3.391574], [3.925707, 0.343338, 5.029110], [6.455749, 0.283549, 2.996357], [3.519296, 0.165938, 1.856247], [1.629564, -0.162072, 2.217346], [1.137898, 1.577945, 2.928846], [5.087897, -2.756245, 4.258914], [5.065984, -2.754906, 2.494277], [3.545740, -2.684838, 3.411898], [4.486495, -0.033969, 5.884962], [2.884627, 0.045481, 5.166546], [3.993882, 1.431938, 5.042939], [7.150873, -0.007518, 3.784490], [6.449179, 1.372245, 2.937368], [6.827934, -0.115713, 2.052401], [3.775064, -0.433910, 0.981345], [3.618557, 1.217319, 1.587200], [0.072693, 1.551618, 3.142327], [1.361758, 2.344746, 2.194550], [1.700011, 1.724584, 3.846519]], "forces_ev_per_angstrom": [[-0.391, -0.491, -0.603], [-0.016, 0.032, -0.003], [0.017, 0.135, 0.000], [0.027, 0.019, 0.007], [0.047, 0.052, -0.003], [-0.158, -0.011, -0.023], [0.046, -0.023, 0.030], [0.113, 0.043, -0.043], [-0.156, 0.088, 0.063], [0.194, -0.039, -0.034], [0.030, -0.025, 0.191], [-0.180, 0.079, -0.059], [-0.143, -0.003, -0.015], [-0.030, -0.113, 0.009], [0.117, 0.140, -0.029], [-0.014, -0.050, 0.022], [0.091, -0.072, 0.004], [-0.013, -0.020, -0.046], [-0.005, 0.214, 0.343], [0.042, -0.161, -0.006], [-0.063, -0.188, -0.004], [0.010, -0.014, 0.004], [-0.006, 0.008, -0.002], [0.008, -0.012, 0.041], [0.036, -0.007, -0.006], [0.012, -0.004, 0.003], [-0.004, 0.020, -0.009], [0.014, 0.016, -0.005], [-0.028, 0.006, -0.002], [0.021, 0.015, 0.028], [0.033, -0.003, 0.002], [0.192, 0.338, 0.076], [0.029, -0.104, 0.069], [-0.002, 0.041, 0.026], [-0.037, -0.014, -0.027], [0.036, -0.002, -0.018], [0.032, 0.019, -0.006], [-0.042, -0.056, 0.028], [-0.121, 0.041, 0.073], [0.066, 0.078, -0.099], [0.111, 0.111, 0.064], [0.013, 0.000, 0.000], [0.005, 0.014, 0.002], [0.010, 0.007, 0.012], [0.008, -0.016, 0.004], [-0.008, -0.013, 0.010], [-0.011, 0.008, 0.012], [-0.017, -0.019, 0.003], [0.035, 0.023, 0.007], [0.009, 0.011, 0.011], [0.003, -0.006, 0.016], [-0.022, 0.021, 0.010], [0.013, -0.088, -0.106], [0.035, -0.029, -0.024], [-0.001, 0.012, -0.021], [-0.009, 0.012, 0.016], [0.017, 0.008, 0.010], [-0.001, 0.009, -0.016], [0.017, -0.006, -0.003], [-0.009, -0.017, -0.009], [-0.017, -0.001, -0.014], [-0.005, -0.019, 0.001], [-0.013, 0.004, 0.018], [0.030, -0.024, 0.024], [-0.002, 0.001, -0.004], [-0.006, 0.004, 0.001], [0.002, 0.011, -0.012], [0.007, 0.011, 0.011]], "total_charge": 2, "homo_lumo_gap_ev": [7.15, 5.91], "s_squared": 8.7671, "lumo_energy_ev": [-6.11, -7.45], "e_homo_ev": [-13.26, -13.36], "spin_multiplicity": 6}